[1]
The following is a DFT calculation (wB97M-V/def2-TZVPD) of one molecule with the formula C6H11NS in a non-equilibrium geometry.

E_HOMO   -8.4 eV
SMILES   C[C@@]1(N)[C@@H]2CCS[C@@H]21
Lowest unoccupied orbital energy   0.90 eV
Frontier orbital gap   0.342 Eh

```
19
C6H11NS wB97M-V/def2-TZVPD
C 2.310 -0.258 -0.541
C 0.897 -0.444 0.060
C 0.009 0.650 -0.410
C -1.145 1.143 0.434
C -2.289 0.328 -0.017
C -0.200 -0.796 -0.860
H 2.158 -0.019 -1.581
H 2.898 -1.170 -0.402
H 2.811 0.521 0.017
H 1.074 -0.287 2.104
H 0.062 -1.621 1.461
H 0.498 1.381 -1.059
H -0.993 0.977 1.506
H -1.370 2.202 0.377
H -2.687 0.611 -1.023
H -3.191 0.398 0.603
H 0.007 -1.138 -1.886
N 0.873 -1.018 1.385
S -1.723 -1.458 -0.168
```

Just the Löwdin charges please, in e? Sure, here they are: C -0.020; C -0.571; C -0.227; C -0.229; C -0.438; C -0.466; H 0.071; H 0.080; H 0.077; H 0.105; H 0.022; H 0.142; H 0.109; H 0.114; H 0.091; H 0.075; H 0.112; N 0.066; S 0.889

[2]
The following is a DFT calculation (wB97M-V/def2-TZVPD) of C25H21MgN6O3S7 as an isolated structure in a non-equilibrium geometry.

E_HOMO   -4.5 eV
Total charge   -1
Lowest unoccupied orbital energy   1.58 eV
Frontier orbital gap   0.225 Eh

```
63
C25H21MgN6O3S7 wB97M-V/def2-TZVPD
Mg 2.018 -0.372 0.171
C 1.485 1.496 3.973
C 1.816 0.629 2.898
N 1.154 0.687 1.711
C 0.141 1.527 1.642
C -0.314 2.145 2.783
N 0.398 2.271 3.896
C -0.477 1.690 0.290
C -1.784 1.340 0.172
C -2.323 1.290 -1.164
C -1.486 1.570 -2.204
C -0.170 1.848 -1.923
N 0.309 1.905 -0.708
C 0.782 2.020 -3.061
C 0.622 1.475 -4.331
N 1.561 1.554 -5.327
C 2.670 2.236 -5.052
C 2.844 2.772 -3.743
N 1.923 2.745 -2.807
C -3.720 0.880 -1.404
C -4.158 0.456 -2.665
C -5.506 0.126 -2.791
N -6.355 0.097 -1.771
C -5.914 0.409 -0.591
C -4.625 0.804 -0.332
H 2.104 1.561 4.838
H 2.581 -0.101 3.020
H -1.260 2.631 2.633
H -2.326 1.037 1.026
H -1.831 1.584 -3.179
H -0.234 0.824 -4.588
H 3.394 2.297 -5.830
H 3.789 3.316 -3.482
H -3.446 0.432 -3.468
H -5.926 -0.108 -3.771
H -6.736 0.492 0.160
H -4.361 1.155 0.605
O 3.564 -2.562 -5.768
C 3.223 -2.151 -4.710
S 4.320 -1.353 -3.605
C 3.170 -0.878 -2.337
C 1.945 -1.393 -2.493
S 0.478 -1.241 -1.581
S 1.648 -2.461 -3.916
S 3.815 0.312 -1.210
C 0.768 -3.359 2.022
S 2.531 -3.156 1.964
C 2.846 -4.056 0.489
O 2.904 -1.734 1.541
H 0.273 -3.334 1.030
H 0.363 -2.418 2.513
H 0.508 -4.207 2.697
H 2.690 -5.130 0.653
H 3.889 -3.769 0.111
H 2.119 -3.640 -0.314
C -0.927 0.403 6.837
O -1.533 0.075 5.543
C -1.087 -0.987 4.834
S 0.110 -1.944 5.416
S -1.886 -1.068 3.344
H -1.405 1.339 7.090
H 0.163 0.435 6.754
H -1.129 -0.446 7.470
```

Just the Löwdin charges please, in e? Sure, here they are: Mg 0.315; C -0.078; C -0.047; N 0.080; C -0.211; C -0.078; N 0.122; C -0.259; C 0.073; C -0.107; C 0.009; C -0.260; N 0.174; C -0.186; C -0.073; N 0.079; C -0.112; C -0.141; N 0.129; C -0.139; C 0.006; C -0.136; N 0.043; C -0.166; C 0.005; H 0.103; H 0.091; H 0.123; H 0.080; H 0.089; H 0.119; H 0.091; H 0.116; H 0.101; H 0.104; H 0.122; H 0.086; O -0.068; C -1.064; S 0.916; C -1.152; C -1.177; S 0.540; S 0.891; S 0.491; C -0.291; S 0.876; C -0.278; O -0.617; H 0.058; H -0.014; H 0.074; H 0.059; H 0.092; H 0.073; C -0.114; O -0.313; C -1.449; S 0.533; S 0.482; H 0.081; H 0.047; H 0.058

[3]
The following is a DFT calculation (wB97M-V/def2-TZVPD) of one molecule with the formula C6H13O4PS in a non-equilibrium geometry.

E_HOMO   -8.6 eV
SMILES   CCP(CC)[C@H]1COS(=O)(=O)O1
Lowest unoccupied orbital energy   0.63 eV
Frontier orbital gap   0.341 Eh

```
25
C6H13O4PS wB97M-V/def2-TZVPD
C -2.040 -1.670 0.968
C -0.657 -1.211 1.428
P -0.135 0.309 0.525
C 0.902 1.346 1.648
C 0.866 2.793 1.134
C 1.044 -0.170 -0.846
C 0.752 -1.485 -1.500
O -0.552 -1.275 -2.029
S -0.524 0.182 -2.757
O -1.628 0.981 -2.437
O -0.292 -0.062 -4.121
O 0.769 0.733 -1.990
H -2.664 -0.793 0.867
H -2.005 -2.132 -0.009
H -2.455 -2.356 1.693
H 0.045 -2.039 1.388
H -0.747 -0.918 2.466
H 0.488 1.272 2.644
H 1.924 0.986 1.712
H -0.070 2.941 0.614
H 0.988 3.510 1.931
H 1.634 2.905 0.379
H 2.083 0.021 -0.622
H 1.454 -1.596 -2.317
H 0.820 -2.275 -0.768
```

Just the Löwdin charges please, in e? Sure, here they are: C -0.161; C -0.414; P 1.050; C -0.415; C -0.162; C -0.410; C -0.207; O -0.203; S 0.556; O -0.217; O -0.210; O -0.231; H 0.061; H 0.057; H 0.068; H 0.069; H 0.068; H 0.066; H 0.068; H 0.049; H 0.065; H 0.065; H 0.127; H 0.134; H 0.126

[4]
The following is a DFT calculation (wB97M-V/def2-TZVPD) of C45H63CrI2N2P2Se2Si as an isolated structure.

E_HOMO (alpha / beta)   -6.6 / -6.8 eV
⟨S²⟩   3.946
2S+1   4
Lowest unoccupied orbital energy (alpha / beta)   -0.56 / -0.37 eV
Frontier orbital gap (alpha / beta)   0.222 / 0.236 Eh

```
118
C45H63CrI2N2P2Se2Si wB97M-V/def2-TZVPD
Cr 0.343 -0.942 0.018
C -3.003 0.153 -1.768
Si -1.208 0.471 -1.304
C -1.231 2.127 -0.353
C -1.511 3.337 -0.991
C -1.458 4.543 -0.308
C -1.119 4.558 1.038
C -0.843 3.369 1.695
C -0.901 2.153 1.011
P -0.447 0.555 1.779
C 0.740 1.020 3.117
C 0.182 1.514 4.457
C 1.294 2.264 5.209
C 2.678 1.656 4.931
C 2.570 0.157 4.668
C 1.699 -0.140 3.431
C -1.954 -0.101 2.641
C -2.664 -1.179 1.795
C -4.110 -1.338 2.250
C -4.916 -0.073 1.929
C -4.056 1.192 2.069
C -2.944 0.993 3.096
C -0.292 0.826 -2.933
C -0.916 1.045 -4.161
C -0.174 1.257 -5.315
C 1.212 1.257 -5.261
C 1.857 1.043 -4.052
C 1.111 0.823 -2.897
P 1.854 0.503 -1.265
C 2.228 2.169 -0.552
C 3.305 2.110 0.535
C 3.403 3.454 1.256
C 3.676 4.586 0.271
C 2.608 4.631 -0.818
C 2.502 3.296 -1.553
C 3.400 -0.460 -1.582
C 4.613 0.280 -2.212
C 5.904 0.069 -1.423
C 6.210 -1.416 -1.233
C 4.979 -2.194 -0.717
C 3.820 -1.272 -0.347
H -3.374 0.970 -2.395
H -3.114 -0.793 -2.292
H -3.642 0.103 -0.886
H -1.753 3.336 -2.049
H -1.668 5.471 -0.825
H -1.061 5.496 1.576
H -0.561 3.404 2.739
H 1.313 1.838 2.663
H -0.698 2.147 4.361
H -0.138 0.641 5.034
H 1.291 3.315 4.910
H 1.082 2.245 6.281
H 3.133 2.141 4.061
H 3.349 1.850 5.769
H 3.561 -0.279 4.533
H 2.144 -0.328 5.551
H 2.317 -0.366 2.559
H 1.113 -1.047 3.610
H -1.535 -0.598 3.525
H -2.657 -0.921 0.732
H -2.109 -2.114 1.864
H -4.570 -2.201 1.766
H -4.126 -1.537 3.326
H -5.300 -0.139 0.908
H -5.789 -0.014 2.583
H -3.605 1.451 1.107
H -4.676 2.045 2.351
H -2.439 1.940 3.280
H -3.386 0.693 4.051
H -1.998 1.034 -4.222
H -0.677 1.413 -6.261
H 1.791 1.414 -6.161
H 2.938 1.040 -4.020
H 1.288 2.430 -0.054
H 3.087 1.312 1.251
H 4.272 1.876 0.082
H 2.456 3.652 1.775
H 4.182 3.412 2.021
H 3.727 5.542 0.796
H 4.658 4.428 -0.191
H 1.637 4.858 -0.363
H 2.820 5.431 -1.530
H 1.702 3.339 -2.294
H 3.431 3.109 -2.100
H 3.020 -1.195 -2.304
H 4.768 -0.102 -3.225
H 4.423 1.348 -2.318
H 6.729 0.564 -1.938
H 5.826 0.549 -0.444
H 6.545 -1.838 -2.184
H 7.048 -1.522 -0.541
H 4.618 -2.884 -1.484
H 5.245 -2.811 0.142
H 2.985 -1.879 0.005
H 4.105 -0.611 0.477
Se 0.650 -2.893 1.445
I -0.656 -5.577 -2.333
I -1.498 -7.518 -3.999
C -3.255 -3.222 -3.519
N -3.707 -3.779 -2.264
C -3.336 -3.297 -1.048
Se 0.516 -3.202 -0.866
N -3.919 -4.170 -0.179
C -4.602 -5.200 -0.812
C -5.298 -6.307 -0.352
C -5.856 -7.144 -1.306
C -5.722 -6.881 -2.672
C -5.026 -5.773 -3.129
C -4.470 -4.937 -2.171
H -2.408 -2.572 -3.314
H -4.048 -2.654 -4.011
H -2.924 -4.024 -4.180
H -3.737 -4.127 0.807
H -5.397 -6.516 0.705
H -6.402 -8.022 -0.987
H -6.163 -7.562 -3.388
H -4.913 -5.578 -4.186
```

Löwdin population analysis, charges in e, atoms 1 to 99: Cr -0.306; C -0.187; Si 0.598; C -0.299; C -0.077; C -0.076; C -0.076; C -0.090; C -0.375; P 1.037; C -0.429; C -0.198; C -0.179; C -0.196; C -0.178; C -0.232; C -0.385; C -0.238; C -0.189; C -0.185; C -0.182; C -0.191; C -0.279; C -0.084; C -0.075; C -0.073; C -0.076; C -0.358; P 1.052; C -0.396; C -0.188; C -0.195; C -0.194; C -0.186; C -0.184; C -0.398; C -0.189; C -0.209; C -0.184; C -0.170; C -0.241; H 0.034; H -0.007; H 0.009; H 0.107; H 0.106; H 0.106; H 0.092; H 0.088; H 0.084; H 0.121; H 0.107; H 0.110; H 0.095; H 0.109; H 0.111; H 0.114; H 0.076; H 0.071; H 0.114; H 0.060; H 0.056; H 0.092; H 0.115; H 0.104; H 0.107; H 0.094; H 0.113; H 0.077; H 0.122; H 0.095; H 0.104; H 0.105; H 0.092; H 0.084; H 0.090; H 0.102; H 0.105; H 0.111; H 0.110; H 0.117; H 0.105; H 0.113; H 0.109; H 0.106; H 0.113; H 0.115; H 0.078; H 0.113; H 0.096; H 0.108; H 0.105; H 0.116; H 0.112; H 0.018; H 0.103; Se 0.124; I 0.123; I -0.034

Values for ΔE to the lowest compared entry with this formula, charge and spin, kJ/mol, ordered as above
78.28, 56.88, 179.21, 0.00